{"formula": "C20H60N4O10", "method": "wB97M-V/def2-TZVPD", "elements": ["C", "O", "C", "C", "C", "N", "H", "H", "H", "H", "H", "H", "H", "H", "H", "H", "H", "C", "O", "C", "C", "C", "N", "H", "H", "H", "H", "H", "H", "H", "H", "H", "H", "H", "C", "O", "C", "C", "C", "N", "H", "H", "H", "H", "H", "H", "H", "H", "H", "H", "H", "C", "O", "C", "C", "C", "N", "H", "H", "H", "H", "H", "H", "H", "H", "H", "H", "H", "O", "C", "C", "O", "H", "H", "H", "H", "H", "H", "O", "C", "C", "O", "H", "H", "H", "H", "H", "H", "O", "H", "H", "O", "H", "H"], "positions_angstrom": [[-0.46873, 0.77385, -1.10333], [-0.43606, 0.35617, 0.25179], [0.83939, 0.32647, 0.86648], [0.64929, -0.11785, 2.29211], [1.85401, 0.28102, 3.19291], [0.31596, -1.53017, 2.39875], [0.22558, 1.60401, -1.26095], [-1.48698, 1.09116, -1.31883], [-0.22962, -0.08486, -1.73927], [1.46764, -0.41279, 0.34288], [1.36442, 1.28658, 0.82346], [-0.18910, 0.44335, 2.71366], [2.29843, 1.24334, 2.92920], [2.64107, -0.47524, 3.15240], [1.47762, 0.37358, 4.21218], [1.07307, -2.12264, 2.04989], [0.27586, -1.78944, 3.38137], [-0.87245, -3.27634, -2.92868], [-1.81049, -2.34233, -3.38642], [-1.33433, -1.50505, -4.39755], [-2.16537, -0.23877, -4.45960], [-3.66722, -0.40002, -4.59575], [-1.63412, 0.63104, -5.53576], [-1.10854, -3.61000, -1.91628], [0.14471, -2.86864, -2.88587], [-0.88447, -4.18150, -3.55188], [-0.29490, -1.18356, -4.22005], [-1.33451, -2.03469, -5.36695], [-1.98444, 0.25054, -3.49385], [-3.88859, -1.02285, -5.46665], [-4.14237, 0.57438, -4.70802], [-4.08189, -0.85350, -3.69636], [-0.79606, 0.20686, -5.92436], [-2.28185, 0.62666, -6.31747], [3.76140, -1.90122, -0.84121], [3.94457, -1.46005, -2.16934], [3.03367, -0.44556, -2.56367], [3.82420, 0.61764, -3.30401], [2.94809, 1.82606, -3.65421], [4.45645, 0.10601, -4.51824], [4.50031, -2.67550, -0.64609], [2.80241, -2.44492, -0.78317], [3.73934, -1.08377, -0.11920], [2.28335, -0.86666, -3.24997], [2.49460, -0.00387, -1.71837], [4.59277, 1.02693, -2.64130], [3.57672, 2.63139, -4.03185], [2.46077, 2.18310, -2.74469], [2.21448, 1.58658, -4.42720], [4.72116, -0.86457, -4.36540], [3.75347, 0.04225, -5.25130], [0.72235, 4.34854, 1.33878], [0.21165, 4.91989, 2.52429], [0.04176, 3.97645, 3.54951], [-1.33382, 3.37310, 3.54858], [-2.39448, 4.35743, 4.01942], [-1.37628, 2.15591, 4.40845], [0.22142, 3.39430, 1.13159], [1.80126, 4.15150, 1.40296], [0.55655, 5.04683, 0.52126], [0.78433, 3.16485, 3.55581], [0.21506, 4.49323, 4.50171], [-1.63159, 3.05291, 2.54660], [-2.30935, 4.70556, 5.04685], [-3.37914, 3.91122, 3.84634], [-2.39942, 5.20951, 3.33043], [-2.09181, 2.29278, 5.11227], [-1.71866, 1.39006, 3.83735], [3.85594, -6.00654, 1.30766], [3.95334, -4.85098, 2.14670], [2.56311, -4.51498, 2.61105], [1.80577, -3.96016, 1.54210], [4.73954, -6.36096, 1.18099], [4.65723, -5.01680, 2.96738], [4.31840, -3.99700, 1.56331], [2.62232, -3.74187, 3.37874], [2.04581, -5.39235, 3.00454], [1.88304, -4.56231, 0.79364], [-5.45176, 1.70533, 1.63834], [-4.96933, 0.39099, 1.88124], [-3.65964, 0.10473, 1.18960], [-2.67794, 1.03044, 1.65541], [-4.72090, 2.29357, 1.86794], [-4.84974, 0.19456, 2.95334], [-5.72915, -0.28144, 1.48161], [-3.75468, 0.14589, 0.10015], [-3.37317, -0.90691, 1.50887], [-1.83377, 0.83055, 1.21502], [-3.58506, 3.87241, 0.53682], [-3.64284, 4.59723, -0.09094], [-3.46668, 3.08052, 0.00433], [-1.91226, -3.85410, 1.72387], [-1.35655, -3.06974, 1.64115], [-2.02352, -3.96676, 2.67099]], "forces_ev_per_angstrom": [[0.1759, -0.3710, 0.3508], [-0.1223, 0.4556, 0.0693], [0.0823, -0.8923, -0.3725], [0.5778, 0.6564, 1.1537], [-0.2923, -0.1290, -0.3109], [0.1352, -0.5298, -0.0190], [-0.0243, -0.0121, -0.1787], [0.0060, 0.0591, -0.0194], [0.1368, 0.1835, -0.1849], [0.0135, 0.0873, 0.0037], [-0.2902, 0.1698, -0.0688], [-0.0921, 0.0047, -0.2647], [-0.1038, 0.0174, -0.0682], [0.0053, -0.0170, 0.0139], [0.1972, -0.1120, 0.0759], [-0.1953, 0.2181, -0.2891], [-0.2760, 0.1935, 0.0197], [0.2512, -0.7752, 0.1656], [0.0084, 0.3048, 0.6133], [-0.1812, -0.1841, -0.5645], [0.2140, 0.7028, 0.0831], [0.2173, -0.3461, 0.0379], [-0.0845, -0.3813, -0.0587], [-0.3280, 0.2515, -0.0309], [-0.0303, 0.0738, -0.1879], [0.1986, 0.1642, -0.1051], [0.0034, -0.1740, 0.1590], [-0.1047, 0.0851, 0.0156], [-0.0184, 0.1428, -0.1222], [-0.1965, 0.0154, 0.0496], [0.0642, 0.0486, -0.1178], [-0.0122, -0.1826, -0.1075], [0.1248, 0.1863, 0.1139], [-0.1005, 0.1030, 0.0949], [-0.9774, -0.9432, -0.6467], [0.0560, 0.2356, 0.2713], [0.2104, 0.0985, -0.2856], [-0.4076, 0.7868, -0.3208], [0.3026, -0.2419, 0.1291], [-0.1313, -0.4254, -0.0519], [0.3659, 0.3810, 0.2027], [-0.0251, 0.2695, 0.2358], [0.3367, -0.0063, 0.0971], [-0.0354, -0.0548, 0.0873], [0.1662, -0.1020, 0.1456], [0.1608, -0.4144, 0.0877], [-0.0069, -0.0045, -0.0602], [-0.1994, 0.0587, -0.1553], [-0.1618, -0.0102, 0.1372], [0.3136, 0.1457, 0.1202], [0.0121, 0.2085, 0.0009], [-0.0727, -0.1639, 0.1230], [0.3785, 0.1225, -0.4216], [0.4844, -0.1849, 0.8877], [-1.0777, -0.6832, 0.6999], [-0.5092, 0.2678, -1.3380], [0.1525, 0.1729, -0.2015], [-0.0555, 0.0910, -0.1952], [-0.0169, 0.0387, 0.1577], [-0.1057, -0.0143, -0.0120], [0.0679, 0.1269, -0.4458], [-0.1283, 0.0702, -0.0729], [0.2485, 0.2409, -0.1530], [0.2312, -0.1230, 0.0896], [0.0189, -0.0740, 0.3499], [0.1837, 0.1674, 0.3253], [0.1172, -0.0528, 0.1210], [-0.0368, -0.0026, 0.0389], [0.0483, 0.1730, 0.1729], [0.2088, -0.1601, -0.2893], [-0.0153, 0.2305, -0.0521], [0.1216, -0.0280, -0.0779], [-0.0171, -0.0436, -0.1305], [-0.2125, -0.0797, 0.1396], [0.0597, 0.0083, 0.0480], [-0.0891, -0.0424, 0.0646], [0.1475, -0.0626, 0.1382], [-0.1288, -0.0512, -0.0093], [0.3603, -0.2279, 0.1833], [-0.2541, 0.2542, -0.3348], [0.3496, -0.3497, 0.6000], [-0.3726, 0.1586, -0.0390], [-0.1091, 0.2677, -0.1224], [-0.0474, 0.0775, 0.0155], [0.0228, -0.1192, 0.1131], [-0.0632, 0.0046, -0.0059], [0.0391, -0.0566, -0.3826], [-0.0225, -0.0925, -0.0613], [0.1226, 0.0651, 0.0863], [-0.0504, 0.0477, -0.0214], [-0.0135, -0.1038, 0.0513], [-0.1045, -0.0640, -0.0982], [0.2121, 0.2025, 0.0803], [-0.0107, -0.0070, 0.0349]], "molar_mass_g_mol": 516.72, "lumo_energy_ev": 0.36, "multiplicity": 1, "e_homo_ev": -9.00}

{"formula": "C2H2N3S2", "method": "wB97M-V/def2-TZVPD", "elements": ["C", "C", "N", "N", "N", "S", "S", "H", "H"], "positions_angstrom": [[0.21370, -0.21227, -1.34224], [0.16958, -0.13553, -2.67674], [0.24472, 0.11815, 1.03392], [-0.33545, -0.03316, 3.54249], [0.09977, 0.04166, -0.20297], [-0.01840, 1.34782, -3.33127], [-0.86477, -0.21461, 2.17770], [0.10907, -1.25443, -3.35987], [0.38177, 0.34239, 4.15896]], "forces_ev_per_angstrom": [[-0.3234, 0.8263, 5.2864], [-0.7743, -2.2917, -6.1566], [0.0631, 0.4540, 2.9366], [-1.3446, -0.1525, -0.7291], [-0.1948, -1.5647, -3.2942], [0.2684, -1.0240, 0.2142], [1.6922, 0.3599, 0.2847], [0.3663, 3.5061, 2.1655], [0.2472, -0.1134, -0.7076]], "molar_mass_g_mol": 132.19, "lumo_energy_ev": -6.53, "multiplicity": 1, "total_charge": 1, "e_homo_ev": -13.74}

{"formula": "C5H12N2O", "method": "wB97M-V/def2-TZVPD", "elements": ["C", "C", "N", "C", "C", "N", "H", "H", "H", "H", "H", "H", "H", "H", "C", "O", "H", "H", "H", "H"], "positions_angstrom": [[-2.15926, 0.58997, 0.87826], [-1.27150, 0.20405, -0.05732], [-1.68422, -0.45192, -1.20401], [0.41925, 0.91401, -0.23369], [1.11370, 0.73215, -1.36353], [0.52892, 2.00738, 0.56280], [-3.21558, 0.33256, 0.82548], [-1.85061, 1.03150, 1.81894], [-1.20576, -0.13849, -2.04159], [-2.68659, -0.47476, -1.36183], [1.13524, -0.20979, -1.89206], [1.66993, 1.55393, -1.79696], [-0.07944, 2.01118, 1.37186], [1.46990, 2.34527, 0.72197], [1.58300, -1.98108, 0.55275], [1.01379, -0.84304, 1.18654], [1.06804, -2.89079, 0.87102], [1.49274, -1.89470, -0.53448], [2.64766, -2.06455, 0.77636], [0.01077, -0.77287, 0.91947]], "forces_ev_per_angstrom": [[1.0307, -0.3838, 0.5280], [1.5249, 2.1084, -0.7340], [0.4757, -0.1865, -0.5865], [-3.7822, -0.1457, -1.2089], [-0.2855, -0.3671, -0.1583], [-0.1764, 0.1953, 0.6562], [0.2177, -0.0168, -0.2126], [0.0594, 0.0607, -0.0947], [0.0987, -0.0942, 0.1937], [0.2332, -0.0200, 0.2789], [-0.3458, 0.0944, -0.1323], [0.4018, -0.1145, 0.3846], [0.3087, 0.2286, -0.1925], [-0.2577, -0.1994, 0.1157], [-0.4856, 0.0598, -0.1994], [-1.8963, -0.6259, 0.1424], [0.1503, -0.0947, -0.0080], [0.0168, -0.0740, -0.0306], [-0.1526, 0.2086, 0.2621], [2.8644, -0.6331, 0.9962]], "molar_mass_g_mol": 116.16, "lumo_energy_ev": 0.98, "multiplicity": 1, "e_homo_ev": -7.91}

{"formula": "C19H14N4O5", "method": "wB97M-V/def2-TZVPD", "elements": ["O", "C", "C", "C", "C", "C", "C", "C", "C", "O", "N", "C", "C", "C", "C", "N", "C", "C", "C", "C", "C", "C", "N", "O", "O", "C", "N", "O", "H", "H", "H", "H", "H", "H", "H", "H", "H", "H", "H", "H", "H", "H"], "positions_angstrom": [[-4.48773, 1.27401, -0.93608], [-4.01532, 0.20057, -1.41732], [-4.55478, -0.54408, -2.57691], [-5.62003, -0.20598, -3.47001], [-5.86333, -1.02074, -4.57324], [-5.13404, -2.20673, -4.58522], [-4.03466, -2.51171, -3.74681], [-3.83618, -1.69436, -2.67710], [-2.96025, -1.72231, -1.57383], [-2.22122, -2.68863, -1.44217], [-3.10385, -0.56009, -0.74580], [-2.53173, -0.25820, 0.55350], [-1.20527, 0.49839, 0.34084], [-0.80629, 1.22279, 1.47698], [0.50614, 1.76685, 1.25301], [1.48073, 1.02325, 1.91846], [2.56891, 1.54255, 1.50683], [3.96353, 1.22832, 1.92798], [5.03341, 2.14341, 1.50558], [6.41817, 1.85923, 1.75339], [6.68021, 0.58573, 2.43384], [5.69161, -0.42127, 2.71382], [6.01260, -1.61322, 3.48180], [7.26114, -1.88102, 3.61245], [5.12030, -2.25160, 4.03345], [4.29685, 0.04066, 2.64461], [2.35922, 2.48842, 0.45859], [0.93060, 2.61847, 0.49959], [-6.11343, 0.73618, -3.35873], [-6.77960, -0.98641, -5.12130], [-5.40486, -2.96326, -5.34633], [-3.44269, -3.46034, -3.82965], [-3.32575, 0.24576, 0.95791], [-2.34978, -1.18604, 0.99751], [-1.24945, 1.26276, -0.44844], [-0.48598, -0.19842, 0.01648], [-1.57315, 1.86302, 1.79514], [-0.66203, 0.47383, 2.24746], [5.00661, 3.01138, 0.77466], [7.20232, 2.53757, 1.42290], [7.74891, 0.31723, 2.61264], [3.48012, -0.56596, 2.90950]], "forces_ev_per_angstrom": [[1.6467, -2.6963, -1.6316], [-3.3529, 4.1137, 2.7803], [-1.8474, 1.5348, -1.3669], [1.8402, 0.5120, 0.4580], [0.3129, -1.2608, 2.5722], [1.0455, -1.4012, -1.2915], [-0.5985, -1.8656, -0.6882], [-1.4908, 1.6796, -1.4907], [3.2883, -2.4907, 1.8692], [-0.0791, 1.3453, 1.2021], [0.0884, -2.3026, -2.7771], [1.6496, 0.1005, -3.3655], [-2.6282, -0.2549, -3.2834], [0.1554, -0.0263, 3.0029], [1.3850, -5.2809, 5.4672], [-3.4665, 0.3624, 0.4941], [2.1569, 3.4126, -4.1664], [2.2144, 0.6293, -0.3106], [1.7658, -0.6621, -0.8744], [-2.8694, -2.9526, 1.6211], [0.8248, -0.2112, -1.1026], [-1.8164, 4.3831, 0.3680], [2.8329, -1.1895, 1.3621], [-3.5239, 0.6362, -0.5840], [0.9525, 0.9026, -1.0806], [2.0589, 0.7618, -2.1071], [1.0227, -0.8744, 2.7373], [2.2790, 2.3155, -3.1259], [-0.3604, 0.3418, 0.2772], [-0.1250, 0.5397, -0.6529], [0.3106, 0.5166, 0.4221], [-0.7841, 1.0049, -0.1218], [-1.4237, 1.7190, 1.9297], [0.2363, -1.3705, 1.0841], [-0.7154, -0.5668, -0.4496], [1.0349, -1.0226, -0.3222], [-0.9138, 1.3856, 0.3902], [0.1028, 0.3403, 0.6984], [-1.2906, -1.0070, 1.3046], [-0.1487, -0.3452, 0.2578], [-1.0791, 0.1510, -0.0437], [-0.6908, -0.9071, 0.5382]], "molar_mass_g_mol": 378.34, "lumo_energy_ev": -1.10, "multiplicity": 1, "e_homo_ev": -9.61}